Record 1
Formula: C44H31Br4FFeIN2O5P
Source: the Open Molecules 2025 dataset
Level of theory: ωB97M-V/def2-TZVPD

Last column: Löwdin charge in e.
Cartesian coordinates (Å):
I: -0.83122 -3.64236 1.35060  0.955
Br: 1.08774 0.75225 -5.70158  0.692
Br: -4.53540 2.00877 -5.36629  0.605
Br: -4.40610 1.10087 -2.11611  0.677
Br: -1.75007 1.78235 -7.19503  0.609
Fe: 0.23872 -0.34329 -0.74627  0.515
P: -0.41874 0.54413 2.55421  0.805
F: 2.41771 5.38291 0.31713  -0.014
O: -1.62575 0.22382 -1.36558  -0.160
O: 0.61118 0.19976 -2.76852  -0.114
O: 2.09491 -1.23503 -0.77303  -0.111
O: 0.85197 -4.65111 -4.81512  -0.077
O: -0.71349 -0.17451 1.29979  -0.343
N: 4.42220 -2.14114 -3.31660  0.090
N: -0.35648 -2.23510 -1.52961  0.038
C: 2.06750 -0.51762 2.27758  -0.064
C: -1.01000 5.07232 2.43211  -0.095
C: 0.93317 1.47459 -0.27138  -0.161
C: 0.24817 4.57648 2.73406  -0.090
C: -0.53578 0.92207 -4.72587  -0.635
C: 2.24849 1.74583 0.15369  -0.104
C: 3.35728 -0.86785 2.66967  -0.056
C: 1.68778 0.46399 4.44687  -0.089
C: -2.69850 0.21404 5.96471  -0.094
C: -0.58797 2.33045 2.51926  -0.267
C: -3.99550 -2.63093 -2.18479  -0.092
C: -1.85365 2.83479 2.19789  -0.066
C: -2.17502 -3.13862 -0.16742  -0.619
C: 3.92550 -1.67742 -2.20077  -0.250
C: -1.68423 0.61740 -2.58474  -0.454
C: -2.65117 -2.35114 -2.36803  -0.026
C: 3.58946 -2.69202 -4.23528  -0.132
C: 0.46226 3.20214 2.77936  -0.076
C: -2.89594 1.42718 -4.59209  -0.782
C: -4.43793 -3.17745 -0.98805  -0.107
C: 2.50647 -1.73021 -1.87098  -0.286
C: 2.97398 0.11330 4.83541  -0.099
C: -2.85166 1.05536 -3.21941  -0.637
C: 0.15445 2.63575 -0.47854  -0.089
C: 4.87932 -1.04085 -1.22685  -0.032
C: 1.23339 0.15373 3.16711  -0.245
C: -3.51481 -0.86383 5.63980  -0.106
C: 0.63422 3.93572 -0.29977  -0.050
C: -1.71868 -2.59169 -1.36480  -0.309
C: 0.26370 -2.60500 -2.57214  -0.038
C: -1.60866 0.02650 3.82452  -0.248
C: 2.76325 3.03639 0.35789  -0.046
C: -1.74196 1.35125 -5.34061  -0.781
C: -2.06107 4.20160 2.15535  -0.080
C: 1.93544 4.10501 0.12076  -0.327
C: -3.39010 -1.48543 4.40999  -0.076
C: 1.68446 -2.37339 -2.82186  -0.072
C: -0.45159 0.57538 -3.36686  -0.420
C: 2.24239 -2.82336 -4.03187  -0.184
C: 3.80572 -0.55308 3.94168  -0.095
C: -2.43285 -1.04142 3.49690  -0.082
C: -1.75193 0.66161 5.05093  -0.086
C: -3.51974 -3.43776 0.02054  -0.173
C: 1.40591 -3.35839 -5.15407  -0.210
H: 2.03425 -3.44731 -6.04057  0.106
H: -4.03688 -2.31477 4.14847  0.101
H: 0.00857 4.80578 -0.47421  0.109
H: 0.60577 -2.65051 -5.38436  0.112
H: -2.31913 -1.50679 2.52328  0.032
H: -5.48973 -3.38763 -0.83097  0.092
H: -2.31602 -1.85505 -3.27386  0.123
H: 1.07585 5.25514 2.90265  0.106
H: 2.92384 0.91161 0.33132  0.065
H: 4.03828 -3.02313 -5.16690  0.092
H: -3.03517 4.58990 1.88243  0.100
H: 4.35597 -0.71478 -0.33153  0.037
H: 3.78754 3.20739 0.68051  0.102
H: -1.14974 1.53286 5.28577  0.101
H: -4.70148 -2.38315 -2.96842  0.101
H: 4.81156 -0.82283 4.24195  0.094
H: -0.26632 -3.22111 -3.30259  0.129
H: -3.84061 -3.88017 0.95528  0.076
H: -0.88366 2.51648 -0.78193  0.099
H: 4.00181 -1.38026 1.96477  0.104
H: 1.04489 0.98462 5.14819  0.092
H: 1.72228 -0.75173 1.27629  0.069
H: -2.80770 0.71353 6.92078  0.094
H: 5.35731 -0.17475 -1.68879  0.077
H: -4.26147 -1.20723 6.34769  0.094
H: 0.20078 -4.86597 -5.48974  0.074
H: -1.16858 6.14267 2.37985  0.097
H: 3.32566 0.36146 5.82999  0.092
H: 1.45653 2.81658 2.96700  0.106
H: 5.66441 -1.75177 -0.95372  0.069
H: -2.65957 2.15322 1.94353  0.122

Results
Highest occupied orbital energy (spin up / spin down), eV: -1.2 / -1.1
Electronic energy, Ha: -14479.8209
Total charge: -2

=====

Record 2
Formula: C44H31BrN7O7STa
Source: the Open Molecules 2025 dataset
Level of theory: ωB97M-V/def2-TZVPD

Last column: Löwdin charge in e.
Cartesian coordinates (Å):
Ta: 1.07957 -0.68079 -0.49462  1.844
Br: -0.42801 -2.57949 8.00052  0.731
S: 0.48520 -2.59089 -2.00191  0.733
O: 0.83457 -1.05435 1.49844  -0.227
O: 4.18990 -3.34592 -0.96159  0.135
O: -0.11238 -3.03634 1.14944  0.066
O: 0.43723 0.27022 -2.08000  -0.329
O: 2.51006 -2.05418 -0.23895  -0.253
O: 4.52815 -0.13584 2.17265  0.083
O: 2.54460 0.48926 0.57329  -0.195
N: -1.92492 -3.31185 -2.69490  0.054
N: 3.05175 -0.16751 -1.84265  0.083
N: -3.24874 -3.35956 -2.75665  0.020
N: -1.93560 -1.66085 -1.09067  0.064
N: -1.30290 -0.95480 -0.27897  -0.006
N: 0.33873 1.38542 0.18283  -0.102
N: 0.91709 1.87282 1.34188  0.098
C: -1.25042 -2.45512 -1.99661  -0.744
C: 4.96180 2.30566 -3.83428  -0.029
C: -2.24186 2.71392 -2.05375  -0.020
C: -2.69097 0.74962 2.78044  -0.058
C: -2.65823 2.63907 -3.36364  -0.099
C: -0.65795 -3.26948 3.93029  0.000
C: 0.29701 -2.18911 1.91280  -0.548
C: -6.28148 -0.46743 -2.88073  -0.092
C: 3.55011 -2.32850 -0.98282  -0.562
C: -1.18750 1.90998 -1.59905  -0.146
C: 2.82937 1.49993 2.73129  -0.092
C: 4.12545 1.82291 5.17449  -0.078
C: 2.97578 2.56402 4.90095  -0.092
C: -5.53192 -2.71400 -2.46239  -0.031
C: -0.60140 2.11890 -0.30407  -0.053
C: -0.96476 0.97525 -3.83409  -0.001
C: 0.81927 -1.39320 4.24029  0.006
C: -6.55341 -1.77966 -2.52262  -0.086
C: 4.16735 3.40744 -3.71822  -0.068
C: 3.40398 1.00897 -2.45753  -0.157
C: 2.99065 3.33571 -2.94665  -0.050
C: -3.58912 -0.34341 0.40443  -0.009
C: -0.18143 -2.46274 6.12520  -0.686
C: -0.56077 1.02124 -2.49500  -0.331
C: -4.48730 0.20659 1.30042  -0.069
C: 2.61381 2.17396 -2.33493  0.000
C: 2.07753 1.30224 1.48367  -0.405
C: -0.84033 -3.36063 5.29964  -0.114
C: -3.94711 -1.03047 -3.13004  -0.040
C: 4.62565 0.93364 4.24878  -0.008
C: -4.22226 -2.34237 -2.75610  -0.251
C: 3.90799 -1.15880 -1.86702  -0.163
C: -4.97648 -0.10713 -3.19031  -0.076
C: 4.60807 1.09213 -3.19922  -0.139
C: -1.77823 0.20984 1.88500  -0.038
C: -4.04546 0.75140 2.49840  -0.079
C: 5.11910 -1.16134 -2.57575  0.033
C: -2.00915 1.77465 -4.25017  -0.077
C: 0.16549 -2.28524 3.39703  -0.123
C: 5.45461 -0.03753 -3.26332  0.020
C: 0.65181 -1.48174 5.61290  -0.109
C: 3.98916 0.76026 3.01669  -0.262
C: -2.22336 -0.35266 0.69399  -0.195
C: 2.34221 2.39652 3.68982  -0.033
H: -0.73511 0.24349 2.13824  0.079
H: -4.75176 1.17510 3.20020  0.104
H: -7.07496 0.26607 -2.92115  0.100
H: -2.71568 3.40256 -1.36441  0.120
H: 5.88315 2.34049 -4.40178  0.116
H: 2.58491 3.26081 5.62939  0.099
H: 1.72455 2.15365 -1.72975  0.084
H: 6.37308 0.02127 -3.83390  0.124
H: 1.45997 -0.62755 3.82399  0.109
H: 4.63176 1.94176 6.12407  0.105
H: 2.37479 4.21795 -2.82953  0.110
H: -3.47307 3.25928 -3.71136  0.106
H: 1.16137 -0.79597 6.27519  0.102
H: -5.54120 0.20598 1.05363  0.105
H: 4.44339 4.33688 -4.19737  0.107
H: -2.32147 1.17080 3.70618  0.110
H: 5.51137 0.34652 4.44837  0.120
H: -2.93818 -0.72637 -3.37214  0.091
H: -4.74903 0.91088 -3.47829  0.088
H: 1.44441 2.95158 3.45421  0.108
H: 5.72999 -2.05099 -2.54170  0.127
H: -1.48433 -4.11746 5.72456  0.101
H: -5.74344 -3.73527 -2.17004  0.114
H: -0.88699 2.99954 0.26752  0.146
H: -3.95130 -0.75923 -0.52157  0.086
H: -1.15285 -3.95656 3.25743  0.124
H: 3.94860 -0.17998 1.38476  0.078
H: -0.45298 0.30058 -4.50709  0.129
H: -3.56092 -4.24224 -3.13128  0.145
H: -7.56383 -2.08151 -2.28050  0.104
H: -2.33387 1.72932 -5.28219  0.114

Results
Highest occupied orbital energy, eV: -7.5
Electronic energy, Ha: -5634.7148
Energy above the lowest of the compared OMol25 structures with the same formula, charge and spin, kJ/mol: 54.4

=====

Record 3
Formula: C44H31CaClN5O4PS
Source: the Open Molecules 2025 dataset
Level of theory: ωB97M-V/def2-TZVPD

Last column: Löwdin charge in e.
Cartesian coordinates (Å):
Ca: -1.64033 -0.24943 0.31279  1.244
Cl: -1.13375 -5.68822 5.04860  0.639
S: -1.97522 1.91348 1.85310  0.444
P: 0.72052 0.86027 1.07344  1.084
O: -0.59564 -1.95922 0.60468  -0.255
O: -3.21943 2.51930 2.23744  -0.272
O: -1.69136 1.98549 0.41172  -0.479
O: -1.79008 0.53662 2.32389  -0.444
N: -3.40061 -1.54732 0.80860  -0.022
N: -3.37338 0.39489 -1.02169  -0.010
N: -0.62865 -0.70075 -2.01957  0.037
N: 7.41872 -0.96789 -5.74836  0.165
N: 1.08577 -0.79100 -3.41172  0.009
C: -0.59187 2.81933 2.55892  -0.243
C: 0.64182 2.29342 2.21523  -0.321
C: 2.39813 -0.85078 -3.88879  -0.162
C: -2.04939 -3.01173 2.18419  -0.126
C: -7.00648 -0.56874 0.67200  -0.071
C: 1.73488 1.65365 -0.24497  -0.332
C: -3.27582 1.41772 -1.83007  -0.147
C: -0.78014 -2.79638 1.53508  -0.360
C: -4.35456 2.25284 -2.15593  -0.025
C: -0.05119 -0.63328 -4.16789  -0.034
C: -1.02078 -4.59954 3.70362  -0.687
C: 3.11910 1.62412 -0.36874  -0.100
C: 1.79683 2.88676 2.71691  -0.066
C: -5.71870 0.87773 -0.74399  -0.141
C: 1.59936 2.73441 -2.40264  -0.072
C: 3.47661 -0.89510 -3.00416  0.001
C: -2.12023 -3.91157 3.27041  -0.069
C: 2.97523 2.63923 -2.54359  -0.087
C: 0.98675 2.23952 -1.26712  -0.099
C: 0.21143 -4.45328 3.05407  -0.100
C: 3.73062 2.09991 -1.51791  -0.092
C: 0.31456 -3.59230 2.00215  -0.005
C: -4.55121 0.12207 -0.43802  -0.150
C: -5.58343 1.97371 -1.62110  0.006
C: 0.66149 -0.83098 -2.11571  -0.138
C: 2.79004 -1.01397 1.39224  -0.116
C: 2.37364 -1.25916 4.11458  -0.070
C: -4.60995 -0.95496 0.50970  -0.193
C: 3.35403 -2.01676 3.49363  -0.087
C: -0.68816 3.95230 3.34352  -0.040
C: 6.34755 -0.94666 -5.34092  -0.193
C: 2.65345 -0.85686 -5.26169  0.005
C: 1.86457 -0.18707 2.01894  -0.347
C: 0.46787 4.55357 3.82312  -0.065
C: 4.77266 -0.93023 -3.47497  -0.007
C: -5.85849 -1.28940 1.01842  -0.001
C: 1.70599 4.00311 3.52961  -0.066
C: 3.54192 -1.91114 2.12609  -0.091
C: 3.94755 -0.88550 -5.73952  -0.010
C: -6.95064 0.50543 -0.17423  -0.035
C: 1.63089 -0.35254 3.38340  -0.075
C: -1.09170 -0.58293 -3.29541  -0.122
C: 5.02087 -0.91928 -4.84862  -0.234
C: -3.25237 -2.36114 1.80305  -0.068
H: -2.29380 1.59809 -2.25092  0.101
H: -7.83688 1.07342 -0.41513  0.112
H: -4.10411 -2.61224 2.44762  0.125
H: 1.06432 -5.01910 3.39685  0.105
H: 2.18559 -1.38307 5.17069  0.108
H: 3.73170 1.22033 0.42332  0.099
H: -2.13763 -0.48713 -3.50719  0.101
H: -1.66105 4.36098 3.56721  0.115
H: 5.60255 -0.96238 -2.78369  0.126
H: -3.07027 -4.05623 3.76536  0.109
H: 3.96351 -2.69394 4.07259  0.103
H: 2.75991 2.46596 2.46795  0.109
H: 4.27605 -2.52707 1.62802  0.105
H: 2.60535 4.45045 3.92569  0.105
H: -5.97086 -2.11497 1.70683  0.104
H: -0.04461 -0.56713 -5.23376  0.108
H: 3.30665 -0.89616 -1.94131  0.092
H: 0.84937 0.22299 3.86220  0.114
H: -6.45087 2.57184 -1.87005  0.120
H: 2.92879 -0.95126 0.32229  0.076
H: 1.29045 -0.99804 -1.26688  0.109
H: -0.08663 2.29448 -1.14726  0.081
H: 1.25785 -3.48013 1.48789  0.104
H: 0.41086 5.44661 4.43007  0.106
H: -7.95255 -0.86564 1.10092  0.106
H: 3.45455 2.98337 -3.44809  0.105
H: 1.00355 3.17893 -3.18728  0.105
H: -4.20572 3.09081 -2.82031  0.107
H: 4.80388 2.03568 -1.62112  0.106
H: 4.13561 -0.88010 -6.80419  0.125
H: 1.84516 -0.84312 -5.97413  0.104

Results
Highest occupied orbital energy, eV: -7.3
Electronic energy, Ha: -4147.5647